(1)
{"formula": "C15H27Br2F3IMgN2O6P", "method": "ωB97M-V/def2-TZVPD", "lumo_energy_ev": -11.21, "orbital_gap_ev": 1.70, "total_charge": 2, "species": ["C", "H", "H", "H", "H", "Br", "H", "C", "H", "C", "O", "H", "C", "O", "C", "H", "H", "H", "O", "F", "N", "Mg", "H", "I", "H", "H", "H", "C", "H", "H", "H", "C", "C", "H", "N", "F", "F", "Br", "H", "H", "O", "C", "H", "C", "H", "H", "C", "C", "H", "H", "P", "C", "C", "C", "O", "H", "H", "O"], "positions_angstrom": [[1.345, -3.441, -0.297], [-1.574, -4.149, -0.828], [2.866, -1.145, -1.038], [-1.090, -2.761, -1.742], [1.148, -2.127, 1.414], [-3.736, 1.452, 2.182], [2.379, -3.123, -0.200], [-1.088, -0.691, 3.086], [-1.057, 1.109, 2.044], [-0.186, -0.117, -0.679], [1.903, 0.648, -1.358], [-3.986, 2.659, -1.872], [-1.711, -3.077, -0.906], [4.062, 1.695, 0.282], [-0.690, 0.107, 1.858], [-4.716, 3.108, -0.450], [0.243, -1.049, -1.007], [5.190, -0.690, 1.571], [-2.188, -1.002, 3.432], [1.446, 4.694, -0.410], [-4.628, 2.388, -1.147], [5.618, 2.422, -0.892], [-3.217, -2.059, -2.052], [-1.172, 0.444, -2.542], [0.988, -3.074, -1.246], [3.009, 0.127, 1.155], [-4.165, 0.380, -1.384], [3.677, 0.269, 0.321], [-3.749, -2.375, -0.422], [0.512, -3.700, 1.666], [-5.177, 0.794, -0.002], [4.929, -0.595, 0.527], [-3.187, -2.779, -1.248], [4.708, 1.809, 0.993], [0.952, 0.697, -0.309], [-0.064, 4.800, -2.012], [-0.657, 4.408, 0.086], [0.445, -1.158, 4.255], [1.378, -4.518, -0.290], [-3.654, -3.674, -1.626], [0.412, 2.846, -1.128], [-1.168, -0.446, 0.507], [-2.308, 2.786, 0.560], [0.753, 2.068, 0.019], [3.787, 0.136, -1.781], [0.385, 0.162, 1.876], [0.278, 4.169, -0.874], [-3.072, 1.046, 0.349], [5.781, -0.107, 0.033], [1.687, 2.452, 0.417], [-1.155, -2.352, 0.659], [3.060, -0.079, -1.001], [-4.335, 1.104, -0.601], [0.574, -2.906, 0.933], [-2.107, 1.991, 0.064], [0.015, 2.200, 0.790], [4.829, -1.557, 0.048], [-2.520, -0.217, 0.216]], "mulliken_charge": [-1.3607, 0.6492, 0.0824, 0.3053, -0.0202, 0.0177, 0.2434, -0.1491, 0.5754, -3.1595, -0.4197, 0.2543, -0.4315, -0.5617, -1.1091, 0.2750, 0.9030, 0.4227, -0.3653, -0.2680, -0.5647, 1.0847, 0.2372, 0.1753, 0.3928, 0.0551, 0.2726, 0.8096, 0.2183, 0.6525, 0.4520, -1.0393, -1.0932, 0.5056, 1.7459, -0.2338, -0.2432, -0.1824, 0.3855, 0.4355, -0.3384, 2.9364, 0.5529, -1.4602, 0.3950, 0.2439, 0.8227, -0.7622, 0.1566, 0.5976, 0.0286, -0.8115, -0.6579, -0.1311, -0.0207, 0.6537, 0.3860, -0.5410]}

---

(2)
{"formula": "C4H6N2S", "method": "ωB97M-V/def2-TZVPD", "lumo_energy_ev": 0.80, "orbital_gap_ev": 9.23, "e_above_lowest_kcal_mol": 47.7, "smiles": "C1=NS[C@@H]2CN[C@H]12", "total_charge": 0, "species": ["C", "H", "C", "N", "S", "H", "H", "H", "C", "H", "H", "C", "N"], "positions_angstrom": [[1.290, -0.252, -0.718], [1.477, -1.194, -1.219], [-0.237, 0.399, 0.650], [0.985, -0.410, 0.699], [-1.506, -0.451, -1.557], [-0.194, 1.380, 1.148], [2.097, 0.391, -0.955], [1.664, -0.083, 1.370], [-0.105, 0.460, -0.877], [0.056, 1.464, -1.298], [-1.869, -0.560, 1.915], [-1.493, -0.364, 0.914], [-2.166, -0.780, -0.072]], "mulliken_charge": [-0.4986, 0.2356, -0.0152, -0.5048, -0.0413, 0.3669, 0.2812, 0.2650, -0.1356, 0.3359, 0.3686, -0.2116, -0.4462]}

---

(3)
{"formula": "C5H16OSSi2", "method": "ωB97M-V/def2-TZVPD", "lumo_energy_ev": 0.61, "orbital_gap_ev": 9.42, "e_above_lowest_kcal_mol": 85.2, "total_charge": 0, "species": ["C", "C", "S", "H", "H", "Si", "H", "H", "H", "H", "H", "C", "O", "H", "H", "H", "Si", "H", "H", "H", "H", "H", "H", "C", "C"], "positions_angstrom": [[-0.171, -1.594, 2.618], [-0.239, -1.881, 1.045], [-1.496, 2.386, -1.007], [-1.047, -1.313, -0.656], [-0.679, -3.294, -0.382], [-0.087, 1.366, 0.095], [-1.796, -3.363, 1.008], [0.103, -0.469, 2.704], [1.913, -0.082, -2.944], [0.422, -2.229, 3.235], [2.671, 2.198, -2.492], [-1.091, -0.798, 0.312], [1.359, 1.291, -0.714], [-0.160, 3.739, -2.600], [0.746, -1.783, 0.561], [3.518, 0.012, -1.501], [2.371, 0.850, -2.032], [-0.198, 4.279, -0.802], [-2.140, -0.759, 0.671], [-1.553, 4.523, -1.783], [0.487, 1.688, 1.368], [-1.253, -1.585, 2.995], [-0.159, -3.878, 1.255], [-0.697, 3.919, -1.622], [-0.824, -3.223, 0.669]], "mulliken_charge": [-1.1094, 0.6006, -0.1221, 0.3393, 0.4723, 0.4336, 0.3336, 0.1876, -0.1213, 0.3931, -0.1359, -1.1676, -0.0198, 0.2415, 0.1810, -0.1056, 0.3923, 0.3002, 0.3726, 0.3331, -0.1631, 0.2766, 0.3624, -0.8196, -1.4557]}

---

(4)
{"formula": "C12H16FNS", "method": "ωB97M-V/def2-TZVPD", "lumo_energy_ev": 0.47, "orbital_gap_ev": 8.14, "e_above_lowest_kcal_mol": 48.6, "total_charge": 0, "species": ["C", "H", "H", "H", "F", "N", "H", "C", "H", "C", "H", "C", "C", "H", "C", "H", "H", "C", "H", "C", "H", "S", "H", "C", "H", "H", "H", "C", "C", "H", "C"], "positions_angstrom": [[-2.471, -0.466, -0.678], [4.681, 1.084, -2.123], [0.307, 2.114, 0.228], [1.948, 0.711, 3.293], [-6.301, -1.142, 0.669], [-1.392, 0.178, -1.294], [3.273, 1.734, -0.236], [-0.319, -0.344, -1.821], [1.620, -0.843, 3.215], [-2.967, 0.162, 0.406], [-2.335, 0.797, 0.955], [2.091, -0.029, 2.578], [3.375, 0.650, -0.469], [3.186, -0.196, 2.392], [2.613, -0.233, 0.119], [2.052, 2.468, 0.822], [5.092, -0.412, -1.432], [4.665, 0.542, -1.187], [-2.803, -1.930, -2.121], [-4.249, -0.040, 0.890], [0.038, 0.363, -2.639], [1.188, 0.318, 0.976], [-5.186, -2.291, -1.433], [-5.111, -0.903, 0.234], [0.173, -1.361, -1.639], [5.409, 1.061, -0.597], [2.919, -1.304, 0.152], [1.059, 1.976, 0.972], [-3.307, -1.451, -1.260], [-4.637, 0.378, 1.881], [-4.610, -1.590, -0.853]], "mulliken_charge": [0.2337, 0.3237, 0.2902, 0.3689, -0.2996, -0.2847, -0.0553, -0.4580, 0.3039, -0.1482, 0.4215, -1.0475, 0.2430, 0.3159, -0.2285, 0.4882, 0.4040, -1.4467, 0.3162, -0.5661, 0.2982, 0.3952, 0.3725, 0.3372, 0.3412, 0.3214, 0.3637, -1.0566, -0.3361, 0.2853, -0.4965]}

---

(5)
{"formula": "C10H16O", "method": "ωB97M-V/def2-TZVPD", "lumo_energy_ev": 0.80, "orbital_gap_ev": 8.98, "e_above_lowest_kcal_mol": 67.3, "smiles": "CCc1ccc(O)cc1.CC", "total_charge": 0, "species": ["H", "H", "H", "O", "H", "H", "H", "H", "H", "C", "C", "C", "C", "H", "C", "H", "H", "H", "C", "H", "C", "C", "C", "H", "H", "H", "C"], "positions_angstrom": [[4.031, -1.140, 1.338], [1.478, -0.273, 1.669], [-1.777, 2.828, -0.636], [0.751, 3.100, -1.161], [-3.721, -2.629, 0.634], [0.746, -1.285, -0.737], [2.813, -1.379, 0.114], [-1.309, -1.696, 1.110], [2.762, 0.763, 2.344], [-1.256, -0.423, -0.522], [-1.857, -1.619, 0.175], [-1.987, 0.745, -0.688], [2.383, 0.249, 1.463], [-3.989, -1.281, -0.483], [0.076, 1.896, -1.311], [1.711, 3.006, -1.177], [4.163, 0.321, 0.404], [-1.523, -2.540, -0.399], [-1.223, 1.915, -0.856], [1.695, 0.541, -1.869], [0.081, -0.411, -0.925], [-3.347, -1.638, 0.388], [3.394, -0.568, 0.696], [2.032, 1.195, 1.041], [-3.022, 0.894, -0.420], [-3.819, -1.223, 1.324], [0.714, 0.654, -1.517]], "mulliken_charge": [0.3816, 0.2395, 0.3652, -0.5699, 0.3899, 0.4116, 0.1489, 0.2191, 0.4294, 0.1511, 0.0074, -0.5811, -0.7695, 0.3226, 0.5488, 0.3340, 0.1900, 0.2836, -0.5424, 0.4904, -0.3233, -1.3790, -0.7161, 0.1496, 0.3320, 0.3337, -0.8473]}

---

(6)
{"formula": "C36H86F10N13O28S10", "method": "ωB97M-V/def2-TZVPD", "spin_multiplicity": 2, "lumo_energy_ev": [-0.79, -0.79], "orbital_gap_ev": [2.74, 8.00], "total_charge": 0, "species": ["N", "H", "C", "O", "N", "F", "O", "H", "C", "O", "C", "H", "O", "H", "F", "C", "H", "F", "C", "H", "H", "H", "C", "S", "O", "F", "H", "H", "H", "N", "H", "S", "N", "H", "H", "C", "N", "C", "H", "N", "H", "H", "H", "O", "H", "H", "H", "H", "C", "H", "H", "C", "C", "C", "C", "C", "C", "F", "H", "H", "O", "H", "H", "O", "N", "C", "H", "C", "H", "H", "H", "S", "H", "C", "O", "S", "H", "H", "S", "O", "O", "H", "O", "O", "O", "C", "H", "C", "C", "H", "H", "N", "H", "H", "O", "H", "C", "H", "H", "H", "C", "H", "C", "C", "O", "H", "H", "O", "H", "O", "C", "C", "H", "O", "H", "H", "F", "H", "H", "H", "O", "H", "H", "H", "H", "S", "H", "H", "C", "H", "C", "O", "H", "H", "O", "H", "H", "C", "C", "N", "O", "O", "H", "F", "H", "H", "H", "S", "O", "H", "H", "N", "N", "F", "C", "O", "H", "S", "C", "H", "H", "C", "C", "S", "C", "F", "H", "N", "F", "H", "H", "S", "H", "N", "H", "O", "H", "H", "H", "O", "H", "H", "H"], "positions_angstrom": [[3.685, 1.066, 7.311], [-0.289, -4.812, -7.723], [-0.407, 4.939, 0.987], [5.054, 2.368, 0.835], [-2.205, -2.430, 3.837], [3.022, -1.831, 3.053], [2.762, 2.241, 1.905], [-3.745, -4.009, 0.153], [-4.272, 5.534, 0.247], [0.676, -5.657, 2.686], [-0.808, -6.095, -2.029], [6.134, 3.803, 4.640], [-8.451, 4.370, -1.305], [-5.702, 6.079, 1.717], [-1.751, 0.243, -7.362], [6.934, 1.798, -1.965], [-7.858, 6.700, -0.280], [-1.346, 4.606, -6.170], [6.593, -0.572, -2.109], [-1.229, 5.935, -1.306], [3.986, -0.391, -0.881], [1.617, 2.469, 7.230], [0.647, -3.362, -5.385], [-1.162, 0.977, -6.082], [-3.153, -2.869, -2.459], [-4.846, 1.758, -1.941], [-0.687, 4.381, -1.709], [7.996, 1.849, -1.724], [1.281, 0.314, 2.420], [3.086, 1.002, -0.197], [0.180, 1.239, 7.278], [-7.541, 4.163, -2.391], [-1.230, 2.495, -6.768], [6.502, 2.727, -1.595], [6.064, -3.531, -0.907], [-7.360, 7.477, 0.300], [1.605, -3.150, 1.906], [1.167, 1.527, 6.916], [-1.600, -5.346, -2.024], [-3.147, -3.070, 1.911], [5.346, -4.947, -2.872], [4.386, 0.424, 7.650], [-4.959, -3.088, 1.011], [-3.200, -2.444, -4.921], [-0.460, -2.673, -1.959], [7.328, -0.474, -2.908], [-1.279, -3.273, -7.512], [-4.828, 4.930, -1.585], [0.384, 2.840, 5.061], [2.118, -0.170, 7.928], [2.092, -3.638, -3.655], [-2.584, -4.179, 2.528], [-3.921, -3.071, 0.678], [-2.807, 4.628, -1.779], [0.434, -0.019, 1.821], [-2.832, 1.643, 1.390], [5.062, -3.565, -0.480], [-7.247, -2.389, -3.120], [-0.339, 1.956, 1.897], [-0.676, 2.785, 5.308], [-0.148, 3.399, -4.626], [-0.992, -1.904, 0.329], [1.482, -0.577, -3.958], [-5.655, -0.836, -4.007], [-5.995, 3.984, -2.173], [-1.472, 4.885, -1.145], [0.413, -1.728, 4.980], [-0.447, -5.221, -4.923], [-2.828, 4.838, -2.849], [-2.538, -1.976, 5.764], [-0.762, -6.479, -1.010], [2.757, 2.437, -1.095], [-0.396, -2.966, 5.845], [4.220, 2.029, 6.201], [-5.967, 7.259, 0.196], [-5.690, -2.023, -3.139], [-0.368, -1.451, 6.598], [3.424, 2.772, 6.137], [-1.350, 3.178, -5.464], [-1.853, 0.638, 1.596], [2.001, -3.749, 4.205], [0.810, 3.751, 5.482], [-2.604, 3.186, -4.735], [-2.028, 0.588, -4.970], [1.328, 2.768, -1.196], [1.219, -3.925, -4.221], [-1.463, -4.356, 4.482], [-0.505, 1.068, 1.287], [4.516, -5.230, -2.225], [-2.738, -5.118, 2.017], [-3.217, 1.895, 0.401], [0.464, -5.028, -3.860], [-3.464, 6.118, 0.689], [3.762, -2.229, 0.572], [0.197, 0.452, -6.074], [-1.238, -5.951, -5.010], [0.847, -0.607, -3.072], [3.827, -5.723, -2.911], [0.856, -3.082, -0.804], [7.069, -1.292, -1.444], [-2.999, -2.029, 2.748], [-0.068, -0.958, -3.551], [0.566, -5.707, -2.555], [-5.667, 5.942, 0.636], [1.362, -1.621, -2.190], [-2.137, -0.613, 4.945], [4.561, -0.711, -3.208], [-5.429, -1.734, -1.731], [-2.498, 2.636, 1.691], [2.228, -5.567, 0.767], [-1.813, -1.650, 5.019], [6.289, 2.899, 4.051], [-3.725, -2.127, 0.168], [1.060, 1.671, 5.538], [1.285, -1.706, 0.970], [1.709, -0.382, 0.149], [4.074, 0.370, 1.863], [-0.687, -0.556, -0.824], [5.124, 2.409, 6.677], [-3.749, 1.476, 1.955], [-5.970, 2.546, 0.081], [5.290, 0.490, 4.995], [1.145, -5.026, -1.932], [-3.167, 3.606, -1.665], [-0.481, 1.400, 0.249], [-3.804, -3.124, -3.731], [2.325, -0.181, 6.158], [0.947, -2.538, -6.016], [5.213, -1.209, -2.490], [6.809, 1.732, -3.046], [-1.020, -4.261, -7.131], [6.278, 0.548, -1.377], [0.440, 2.937, 3.977], [-4.022, 6.404, -1.619], [-8.056, 3.432, -3.525], [3.702, 1.616, 8.158], [7.025, 2.279, 4.563], [0.365, -2.285, -1.362], [2.276, 0.450, 7.046], [-4.041, 5.465, -1.248], [3.650, 3.585, -1.061], [5.046, 2.181, 3.857], [-3.374, -1.023, 2.634], [-0.079, -4.752, 0.779], [4.904, -6.069, -1.648], [-7.620, 8.451, -0.115], [-4.076, 4.483, 0.459], [-6.199, 2.439, -1.373], [-7.116, 1.447, -1.873], [3.342, -1.612, -1.623], [-7.801, 7.649, 1.282], [-5.232, -3.453, -3.846], [4.232, -1.289, -1.273], [3.006, 1.763, -2.551], [-0.459, -1.903, 5.610], [4.060, -4.163, -1.363], [0.570, 4.500, 0.781], [3.751, 1.727, 1.007], [-1.944, -3.766, 3.716], [3.748, 0.841, 4.441], [1.158, -6.612, -2.695], [-0.245, -1.385, -0.272], [4.606, 1.333, 4.900], [2.619, -3.402, 2.934], [4.640, -2.133, -0.066], [-3.232, -4.610, -4.020], [0.710, 0.314, -2.506], [0.934, -0.826, 0.621], [-7.364, 5.648, -2.987], [5.447, -2.240, -2.757], [-1.985, -4.759, -7.041], [1.335, -4.853, 1.629], [-0.079, -0.798, 2.385], [-0.361, -4.216, -5.834], [-1.424, -6.724, -2.671], [-1.544, 4.640, 0.202], [-0.744, 4.789, 2.012], [-0.180, 6.005, 1.024], [5.215, -4.269, 0.338], [3.884, -4.048, 2.596], [5.492, -1.612, 0.371], [-6.392, 5.183, 0.344], [6.659, 3.212, 3.075]], "mulliken_charge": [0.6461, 0.3965, -0.9119, -0.5202, 0.4391, 0.0185, -0.4496, 0.2506, -0.2836, -0.6399, -1.4918, 0.2953, -0.5605, 0.4656, -0.3264, -0.9023, 0.2420, -0.3556, -1.0049, 0.3747, -0.7476, 0.4338, -0.6897, 1.0808, -0.0844, -0.1410, 0.3906, 0.3160, 0.0541, -0.4993, 0.4821, 0.9313, -0.4830, 0.2120, 0.4471, -0.6553, -0.5078, -1.2939, 0.1512, 0.2985, 0.3968, 1.1110, 0.4361, -0.5092, 0.2876, 0.5799, 0.2913, 0.0946, -0.7932, 0.7109, 0.5811, -0.6054, -0.9960, -0.4895, 0.6751, -1.1500, -1.5545, -0.3051, -0.2646, 0.3630, -0.5958, -0.6301, 0.2861, -0.5353, -0.2105, -0.7137, 0.0005, -0.5488, 0.4875, 0.4641, 0.3975, 0.5220, 0.5149, -2.0197, -0.3776, 1.0566, 0.3711, -0.4159, 1.1656, 0.3446, -0.6351, 0.4169, -0.5087, -0.2037, -0.2805, -0.4551, 0.4045, -0.5356, -1.1128, 0.5598, 0.3286, 0.2291, 0.5917, -0.6719, -0.6589, 0.4531, -1.4345, 0.2292, -1.2318, 0.2112, -0.6584, 0.3863, 0.7742, -0.8359, 0.6838, 0.4083, 0.3982, -0.4902, 0.2726, -0.6136, -0.7657, -0.8687, 0.4307, 0.6175, -0.0922, -0.4907, -0.1766, 0.7260, 1.1058, 0.4918, -0.6298, 0.2128, -0.4529, -0.0016, 0.3626, 0.7451, 0.1367, 0.5322, -0.3636, 0.4295, -0.9197, -0.1509, -0.0028, 0.4615, -0.6086, 1.0941, 0.3765, 0.8499, -2.2045, 0.2619, -0.5612, 0.3012, 0.6015, -0.0381, 0.3891, 0.2661, 0.0529, 0.8647, -0.4842, -0.4476, 0.2887, -0.4548, 2.6316, -0.3056, -0.8619, 0.2701, 0.0983, 0.2387, -0.3364, -0.5147, 0.2751, -0.3227, -0.2582, 0.7872, 0.5364, -0.3651, 0.1405, 2.4613, -0.3241, 0.3605, 0.3424, 0.7059, -0.2532, 0.4233, 0.5105, 0.2717, 0.2841, 0.3715, 0.5740, -0.7022, 0.6925, 0.4131, 0.1495]}